No. 1
C41H32FMnN4O8P as an isolated structure, computed with the ωB97M-V functional and the def2-TZVPD basis.

```
88
Properties=species:S:1:pos:R:3
Mn 0.174 -0.715 0.424
O -0.395 0.839 1.572
C -1.562 1.346 1.694
C -1.717 2.568 2.422
C -2.933 3.175 2.588
C -4.107 2.615 2.058
C -3.996 1.431 1.363
C -2.767 0.783 1.165
C -2.798 -0.441 0.392
N -1.791 -1.139 0.044
C -2.028 -2.350 -0.741
C -0.730 -2.741 -1.447
N 0.304 -2.574 -0.453
C 1.196 -3.459 -0.261
C 2.030 -3.499 0.919
C 3.053 -4.453 0.985
C 3.761 -4.698 2.141
C 3.381 -4.001 3.300
C 2.364 -3.080 3.279
C 1.668 -2.729 2.077
O 0.772 -1.827 2.104
H -0.811 3.005 2.824
H -2.986 4.112 3.134
H -5.066 3.100 2.187
H -4.883 0.972 0.936
H -3.801 -0.755 0.076
H -2.838 -2.198 -1.463
H -2.320 -3.151 -0.053
H -0.528 -2.079 -2.286
H -0.792 -3.775 -1.813
H 1.279 -4.309 -0.950
H 3.281 -5.014 0.082
H 4.565 -5.422 2.164
H 3.900 -4.193 4.234
H 2.049 -2.570 4.181
O 1.367 -0.919 -2.989
C 0.674 0.031 -2.609
O 0.053 0.148 -1.514
C 0.465 1.167 -3.622
C 1.369 1.227 -4.683
C 1.284 2.211 -5.650
C 0.273 3.162 -5.572
C -0.634 3.105 -4.529
C -0.563 2.109 -3.550
P -1.722 2.145 -2.107
C -0.979 3.692 -1.412
C 0.216 3.530 -0.712
C 0.908 4.634 -0.232
C 0.410 5.913 -0.427
C -0.775 6.087 -1.129
C -1.456 4.985 -1.629
C -3.305 2.728 -2.849
C -4.265 3.284 -1.994
C -5.558 3.532 -2.426
C -5.942 3.209 -3.722
C -5.015 2.624 -4.571
C -3.717 2.381 -4.137
H 2.137 0.467 -4.709
H 2.007 2.246 -6.457
H 0.199 3.955 -6.308
H -1.402 3.866 -4.459
H 0.622 2.536 -0.551
H 1.841 4.474 0.296
H 0.947 6.771 -0.040
H -1.168 7.082 -1.303
H -2.358 5.147 -2.203
H -3.999 3.512 -0.968
H -6.272 3.970 -1.738
H -6.954 3.399 -4.059
H -5.298 2.348 -5.580
H -3.014 1.916 -4.817
F 6.691 -1.445 2.776
C 5.593 -1.007 3.423
C 4.627 -0.341 2.774
N 3.494 0.108 3.397
C 2.440 0.870 2.678
C 2.723 0.843 1.163
O 3.619 1.621 0.785
O 2.104 0.016 0.449
C 3.324 -0.059 4.747
O 2.385 0.375 5.386
N 4.340 -0.771 5.377
C 5.502 -1.292 4.835
O 6.314 -1.892 5.521
H 4.700 -0.123 1.716
H 2.499 1.904 3.016
H 1.478 0.438 2.934
H 4.196 -0.922 6.364
```

As for the charge: -2. The multiplicity is 2. The calculation puts the LUMO energy (alpha / beta) at 4.1 / 4.1 eV. Its calculated total energy is -3994.97056 hartree. The value obtained for the relative energy (zero: lowest compared OMol25 entry of this formula, charge and spin) is 0.0 kJ/mol. For the gap between HOMO and LUMO (alpha / beta), the calculation gives 5.9 / 5.4 eV.

Mulliken atomic charge list, values in e, 5 entries:
1. Mn 0.98
2. O -0.20
3. C 0.39
4. C -0.82
5. C -0.40



No. 2
C41H32N4O3PRuS2 as an isolated structure, computed with the ωB97M-V functional and the def2-TZVPD basis.

```
84
Properties=species:S:1:pos:R:3
Ru 0.022 -0.129 -0.034
S -0.962 5.615 1.044
C -1.476 7.123 1.653
C -2.233 6.987 2.775
C -2.398 5.628 3.150
C -1.764 4.763 2.303
C -1.730 3.298 2.384
C -1.059 2.552 1.389
N -0.965 1.237 1.402
C -1.522 0.554 2.437
C -2.259 1.186 3.432
C -2.864 0.398 4.474
C -2.664 -0.933 4.538
C -1.830 -1.598 3.571
C -1.531 -2.969 3.638
C -0.711 -3.561 2.701
C -0.177 -2.723 1.709
N -0.449 -1.433 1.609
C -1.274 -0.860 2.526
C -0.416 -4.998 2.696
C -1.071 -5.979 3.385
C -0.562 -7.278 3.115
C 0.468 -7.251 2.226
S 0.830 -5.663 1.716
C -2.351 2.589 3.389
H -1.194 8.032 1.147
H -2.660 7.821 3.312
H -2.962 5.322 4.019
H -0.589 3.047 0.551
H -3.487 0.898 5.204
H -3.117 -1.524 5.323
H -1.937 -3.552 4.456
H 0.530 -3.110 0.983
H -1.899 -5.797 4.056
H -0.949 -8.185 3.554
H 1.049 -8.081 1.857
H -2.911 3.099 4.162
N 1.738 0.459 1.757
C 3.046 0.282 1.133
C 2.852 -0.289 -0.246
O 3.614 -0.999 -0.821
O 1.710 0.182 -0.836
H 1.658 1.349 2.232
H 1.558 -0.270 2.436
H 3.730 -0.346 1.699
H 3.511 1.259 0.992
O 0.418 2.486 -1.262
N -0.301 1.305 -1.518
C -1.175 1.507 -2.424
C -1.923 0.487 -3.148
C -2.699 0.962 -4.206
C -3.248 0.087 -5.128
C -2.998 -1.272 -5.011
C -2.255 -1.754 -3.942
C -1.734 -0.890 -2.987
P -0.932 -1.665 -1.552
C 0.261 -2.818 -2.266
C 1.450 -2.276 -2.755
C 2.387 -3.094 -3.365
C 2.138 -4.452 -3.501
C 0.943 -4.991 -3.047
C 0.003 -4.182 -2.426
C -2.332 -2.556 -0.814
C -2.196 -3.765 -0.131
C -3.303 -4.388 0.424
C -4.558 -3.808 0.307
C -4.702 -2.594 -0.350
C -3.596 -1.966 -0.900
H 1.326 2.139 -1.194
H -1.251 2.528 -2.787
H -2.851 2.028 -4.315
H -3.843 0.467 -5.947
H -3.382 -1.961 -5.751
H -2.088 -2.821 -3.851
H 1.657 -1.220 -2.659
H 3.314 -2.666 -3.720
H 2.874 -5.091 -3.971
H 0.735 -6.044 -3.180
H -0.933 -4.617 -2.111
H -1.235 -4.254 -0.048
H -3.179 -5.332 0.941
H -5.425 -4.305 0.721
H -5.679 -2.140 -0.445
H -3.727 -1.015 -1.401
```

As for the charge: +2. The multiplicity is 2. The calculation puts the LUMO energy (alpha / beta) at -6.4 / -6.5 eV. Its calculated total energy is -3258.47988 hartree. The value obtained for the relative energy (zero: lowest compared OMol25 entry of this formula, charge and spin) is 140.5 kJ/mol. For the gap between HOMO and LUMO (alpha / beta), the calculation gives 6.4 / 6.4 eV.

Mulliken atomic charge list, values in e, 5 entries:
1. Ru 0.08
2. S -0.10
3. C -0.35
4. C -0.64
5. C -0.48



No. 3
One molecule with the formula C41H32O27, computed with the ωB97M-V functional and the def2-TZVPD basis.

```
100
Properties=species:S:1:pos:R:3
O -2.303 -2.970 1.215
C -2.589 -3.507 0.173
O -1.767 -4.234 -0.550
H -0.836 -4.247 -0.219
C -3.974 -3.453 -0.454
H -3.925 -3.950 -1.422
H -4.653 -4.003 0.202
C -4.529 -2.033 -0.623
C -3.612 -1.101 -1.393
O -3.980 -0.090 -1.929
O -2.327 -1.493 -1.364
C -1.325 -0.510 -1.586
C 0.035 -1.167 -1.302
C 0.415 -2.308 -2.250
H -0.281 -3.143 -2.129
H 0.431 -1.958 -3.283
O 1.735 -2.711 -1.934
C 1.893 -3.666 -0.991
O 0.979 -4.324 -0.553
C 3.303 -3.840 -0.607
C 3.650 -4.989 0.097
C 4.960 -5.194 0.495
C 5.923 -4.222 0.208
C 5.569 -3.058 -0.480
C 4.264 -2.873 -0.902
H 3.986 -1.983 -1.445
O 6.587 -2.165 -0.693
H 6.247 -1.300 -0.951
O 7.209 -4.429 0.619
H 7.718 -3.648 0.363
O 5.312 -6.318 1.162
H 6.255 -6.261 1.369
H 2.899 -5.725 0.333
H 0.804 -0.384 -1.375
O 0.038 -1.729 -0.003
C -0.180 -0.839 1.039
O 0.872 0.098 1.166
C 2.100 -0.414 1.425
O 2.319 -1.576 1.624
C 3.130 0.645 1.342
C 2.863 1.962 1.696
C 3.851 2.916 1.534
C 5.080 2.572 0.966
C 5.338 1.245 0.611
C 4.370 0.282 0.835
H 4.558 -0.753 0.605
O 6.519 0.904 0.035
H 7.068 1.698 -0.014
O 6.045 3.512 0.734
H 5.701 4.363 1.034
O 3.684 4.233 1.880
H 2.810 4.346 2.269
H 1.899 2.231 2.098
H -0.243 -1.463 1.939
C -1.504 -0.087 0.816
O -1.806 0.700 1.940
C -3.096 0.940 2.251
O -3.388 1.186 3.386
C -4.141 1.092 1.168
C -5.013 0.127 0.664
C -6.138 0.579 -0.033
C -6.342 1.914 -0.351
C -5.403 2.861 0.079
C -4.349 2.442 0.870
H -3.663 3.185 1.243
O -5.560 4.163 -0.231
H -6.362 4.253 -0.766
O -7.427 2.342 -1.051
H -7.955 1.573 -1.304
O -7.146 -0.282 -0.458
C -7.285 -1.480 0.110
O -8.156 -2.232 -0.241
C -6.286 -1.860 1.197
O -6.364 -3.233 1.433
H -7.185 -3.554 1.023
C -4.890 -1.377 0.758
H -4.152 -1.688 1.500
H -6.562 -1.307 2.115
H -2.252 -0.881 0.748
C -1.475 0.628 -0.550
O -0.366 1.488 -0.735
C -0.461 2.754 -0.283
O -1.442 3.198 0.256
C 0.769 3.524 -0.555
C 1.886 2.948 -1.150
C 3.024 3.707 -1.368
C 3.042 5.055 -0.994
C 1.912 5.634 -0.412
C 0.783 4.870 -0.188
H -0.100 5.296 0.265
O 2.006 6.959 -0.080
H 1.166 7.261 0.281
O 4.183 5.775 -1.200
H 4.016 6.679 -0.901
O 4.120 3.147 -1.931
H 4.811 3.824 -1.986
H 1.890 1.911 -1.434
H -2.400 1.201 -0.694
H -1.385 -0.115 -2.606
H -5.448 -2.100 -1.218
```

The calculation puts the LUMO energy at 0.0 eV. Its calculated total energy is -3613.25918 hartree. The value obtained for the relative energy (zero: lowest compared OMol25 entry of this formula, charge and spin) is 11.4 kJ/mol. For the gap between HOMO and LUMO, the calculation gives 8.5 eV.

Mulliken atomic charge list, values in e, 5 entries:
1. O -0.68
2. C 0.78
3. O -0.54
4. H 0.54
5. C -1.68



No. 4
C41H33AlN2OP2S2 as an isolated structure, computed with the ωB97M-V functional and the def2-TZVPD basis.

```
82
Properties=species:S:1:pos:R:3
Al 0.097 -0.306 0.313
O 1.200 0.776 -2.743
S 1.667 0.665 -1.348
C 2.902 -0.608 -1.299
C 4.275 -0.442 -1.268
C 5.089 -1.556 -1.431
C 4.532 -2.803 -1.663
C 3.152 -2.966 -1.681
C 2.318 -1.878 -1.453
P 0.506 -2.080 -1.349
C -0.069 -2.742 -2.916
C 0.540 -2.298 -4.091
C 0.111 -2.798 -5.308
C -0.927 -3.720 -5.353
C -1.541 -4.145 -4.183
C -1.121 -3.654 -2.958
C 0.097 -3.319 -0.082
C 0.860 -4.411 0.331
C 0.338 -5.300 1.255
C -0.950 -5.129 1.752
C -1.725 -4.062 1.329
C -1.188 -3.154 0.428
C 2.252 2.207 -0.738
C 3.381 2.843 -1.239
C 3.673 4.127 -0.811
C 2.818 4.776 0.072
C 1.660 4.156 0.518
C 1.358 2.856 0.125
P -0.284 2.136 0.521
C -1.416 3.034 -0.559
C -2.021 4.227 -0.167
C -2.815 4.919 -1.066
C -3.001 4.432 -2.354
C -2.393 3.249 -2.748
C -1.603 2.545 -1.853
C -0.639 2.549 2.237
C 0.386 2.721 3.166
C 0.077 2.959 4.497
C -1.248 3.024 4.906
C -2.273 2.840 3.985
C -1.972 2.597 2.655
H 4.716 0.532 -1.119
H 6.164 -1.439 -1.406
H 5.173 -3.658 -1.830
H 2.732 -3.942 -1.883
H 1.340 -1.569 -4.054
H 0.584 -2.466 -6.222
H -1.259 -4.110 -6.306
H -2.347 -4.865 -4.223
H -1.597 -4.000 -2.049
H 1.861 -4.563 -0.042
H 0.935 -6.139 1.588
H -1.349 -5.840 2.462
H -2.735 -3.941 1.706
H -1.822 -2.376 0.009
H 4.003 2.361 -1.980
H 4.554 4.631 -1.185
H 3.039 5.785 0.392
H 0.981 4.699 1.164
H -1.875 4.620 0.831
H -3.287 5.844 -0.763
H -3.620 4.978 -3.052
H -2.532 2.873 -3.753
H -1.117 1.631 -2.179
H 1.423 2.658 2.861
H 0.875 3.098 5.214
H -1.482 3.223 5.943
H -3.305 2.900 4.301
H -2.777 2.476 1.935
C -3.297 -0.550 1.446
C -2.162 -0.706 2.400
C -2.326 -0.877 3.765
C -1.184 -1.002 4.541
N 0.053 -0.931 4.051
C 0.153 -0.757 2.756
S 1.673 -0.571 1.898
N -0.915 -0.678 1.913
H -4.026 0.153 1.848
H -3.813 -1.502 1.303
H -2.964 -0.187 0.476
H -3.311 -0.906 4.206
H -1.259 -1.154 5.611
```

As for the charge: +2. The calculation puts the LUMO energy at -5.6 eV. Its calculated total energy is -3488.04715 hartree. The value obtained for the relative energy (zero: lowest compared OMol25 entry of this formula, charge and spin) is 0.0 kJ/mol. For the gap between HOMO and LUMO, the calculation gives 8.4 eV.

Mulliken atomic charge list, values in e, 5 entries:
1. Al 0.25
2. O -0.80
3. S 1.40
4. C 0.69
5. C -1.03



No. 5
C41H33Cl2F2MnN3OP2S as an isolated structure, computed with the ωB97M-V functional and the def2-TZVPD basis.

```
86
Properties=species:S:1:pos:R:3
Mn -1.510 -0.041 -0.401
N 1.421 0.018 1.054
P 1.678 0.602 -0.546
C 3.282 1.425 -0.158
C 4.427 0.747 0.251
C 5.606 1.437 0.451
C 5.656 2.810 0.252
C 4.519 3.491 -0.154
C 3.342 2.799 -0.364
C 2.418 -0.917 -1.262
C 2.824 -0.869 -2.593
C 3.410 -1.971 -3.186
C 3.598 -3.134 -2.452
C 3.194 -3.189 -1.129
C 2.604 -2.089 -0.538
P -0.188 -0.253 1.528
C 0.212 -1.586 2.742
C -0.360 -2.851 2.697
C 0.107 -3.858 3.526
C 1.148 -3.615 4.405
C 1.694 -2.345 4.486
C 1.223 -1.336 3.670
C -0.465 1.051 2.791
C 0.297 2.213 2.781
C 0.087 3.201 3.725
C -0.903 3.040 4.680
C -1.667 1.885 4.693
C -1.443 0.885 3.764
H 2.070 0.385 1.745
H 4.387 -0.324 0.402
H 6.495 0.901 0.758
H 6.583 3.345 0.407
H 4.554 4.560 -0.311
H 2.448 3.313 -0.693
H 2.679 0.046 -3.159
H 3.729 -1.929 -4.221
H 4.063 -3.993 -2.915
H 3.345 -4.093 -0.556
H 2.289 -2.135 0.496
H -1.176 -3.042 2.014
H -0.336 -4.844 3.476
H 1.534 -4.410 5.027
H 2.496 -2.145 5.183
H 1.639 -0.342 3.762
H 1.041 2.364 2.008
H 0.677 4.105 3.699
H -1.089 3.821 5.404
H -2.451 1.766 5.428
H -2.047 -0.011 3.761
O -0.377 -0.016 -1.791
N -0.398 1.162 -2.398
C 0.031 1.214 -3.701
C 0.347 2.398 -4.301
C 0.270 3.591 -3.576
C -0.179 3.532 -2.257
C -0.515 2.328 -1.674
S -1.110 2.200 -0.072
H 0.093 0.252 -4.183
H 0.653 2.400 -5.335
H 0.529 4.537 -4.021
H -0.286 4.419 -1.653
F -5.337 2.678 -3.111
C -4.761 1.504 -2.740
C -3.632 1.520 -1.941
C -3.032 0.331 -1.549
C -3.592 -0.896 -1.983
C -4.730 -0.858 -2.801
F -5.304 -2.002 -3.276
C -5.325 0.323 -3.188
C -2.885 -2.078 -1.569
C -3.246 -3.405 -1.858
C -2.423 -4.438 -1.486
C -1.203 -4.140 -0.861
C -0.926 -2.822 -0.572
N -1.751 -1.830 -0.862
H -3.253 2.481 -1.618
H -6.202 0.321 -3.815
H -4.174 -3.609 -2.364
H -2.708 -5.460 -1.687
H -0.506 -4.916 -0.593
H -0.002 -2.549 -0.073
Cl -3.031 -0.369 1.264
C -4.983 1.958 1.468
Cl -6.112 1.637 0.264
H -4.050 2.386 1.153
H -5.033 1.329 2.333
```

As for the charge: -1. The multiplicity is 5. The calculation puts the LUMO energy (alpha / beta) at 2.2 / 2.2 eV. Its calculated total energy is -5173.64810 hartree. For the gap between HOMO and LUMO (alpha / beta), the calculation gives 3.3 / 6.7 eV.

Mulliken atomic charge list, values in e, 5 entries:
1. Mn -1.05
2. N -0.35
3. P 0.54
4. C 0.16
5. C -0.30



Look up the calculated total energy of the third one.
-3613.25918 hartree



Number 1 is which compound?
C41H32FMnN4O8P